This record from the OMol25 dataset describes a 11-piece molecular cluster, C42H86O11 overall at a distorted geometry. The level of theory is ωB97M-V/def2-TZVPD.

Values from the calculation:
DFT total energy (eV): -67465.07580
Structure (SMILES): C1CCOC1.C1CCOC1.C1CCOC1.C1CCOC1.C1CCOC1.C1CCOC1.C1CCOC1.C1CCOC1.C1CCOC1.C1CCOC1.CCO
LUMO level (Eh): 0.0221
HOMO-LUMO gap (eV): 9.865
Energy above the lowest of the compared OMol25 structures with the same formula, charge and spin (kJ/mol): 0.0

```
! RIJCOSX wB97M-V def2-TZVPD def2/J DEFGRID3
* xyz 0 1
C 7.65368 -2.13039 -23.18022
C 9.00361 -2.30302 -23.87995
C 8.81379 -3.67847 -24.50393
O 7.93969 -4.37401 -23.62882
C 7.42634 -3.49813 -22.58727
H 6.84805 -1.83061 -23.85566
H 7.70857 -1.34402 -22.41863
H 9.72122 -2.29905 -23.05490
H 9.19538 -1.44579 -24.52299
H 9.76763 -4.21121 -24.51575
H 8.43820 -3.57765 -25.52598
H 8.03321 -3.72868 -21.70836
H 6.38405 -3.70096 -22.34913
C 9.47922 -2.49398 -19.62583
C 8.19176 -1.99197 -19.00316
C 7.84805 -3.00058 -17.91292
O 8.19027 -4.19283 -18.58827
C 9.44876 -3.97115 -19.21988
H 10.30867 -1.91313 -19.21504
H 9.54052 -2.34895 -20.70472
H 7.38901 -2.01856 -19.74880
H 8.15135 -0.94643 -18.68426
H 6.79706 -2.87664 -17.64052
H 8.34182 -2.88356 -16.93750
H 9.51857 -4.69012 -20.03872
H 10.30712 -4.23494 -18.58873
C -0.93294 -2.74385 -23.90819
C 0.57703 -2.85867 -24.16541
C 0.80864 -4.38196 -24.29542
O -0.44172 -4.99980 -24.01221
C -1.43555 -4.07423 -24.42524
H -1.39945 -1.85091 -24.32274
H -1.09707 -2.68370 -22.82890
H 1.12401 -2.46836 -23.30582
H 0.87181 -2.26572 -25.03092
H 1.58788 -4.69181 -23.60018
H 1.14140 -4.62690 -25.30923
H -2.39283 -4.41607 -24.02964
H -1.57496 -4.06614 -25.51626
C 6.21599 -8.20368 -18.72972
C 5.01363 -7.82276 -19.60675
C 5.68615 -7.52991 -20.93612
O 6.90078 -6.84328 -20.55147
C 7.34014 -7.29318 -19.29557
H 6.41324 -9.24946 -18.96423
H 5.98875 -8.03046 -17.68022
H 4.44771 -6.96664 -19.23782
H 4.33270 -8.67767 -19.61367
H 5.15217 -6.81351 -21.55210
H 6.03612 -8.39166 -21.51196
H 7.56228 -6.51613 -18.56594
H 8.22032 -7.94946 -19.33478
C 3.56360 1.00291 -24.70479
C 3.63152 1.56062 -23.26355
C 3.70262 0.31447 -22.37046
O 3.57521 -0.83634 -23.17532
C 3.67799 -0.52494 -24.56256
H 4.35995 1.44319 -25.30416
H 2.61799 1.24267 -25.18753
H 2.72344 2.14656 -23.12326
H 4.46814 2.23225 -23.08292
H 2.94286 0.39196 -21.58445
H 4.62924 0.26600 -21.78454
H 2.83781 -0.96946 -25.09034
H 4.66810 -0.85368 -24.88656
C 2.17984 -8.51956 -16.29911
C 2.11628 -6.99745 -16.25658
C 0.62341 -6.72774 -16.29419
O 0.08813 -7.76247 -17.09907
C 0.77783 -8.97434 -16.81049
H 2.34250 -8.96493 -15.31326
H 2.93429 -8.97971 -16.93626
H 2.55039 -6.58570 -17.16940
H 2.61765 -6.56901 -15.39056
H 0.33034 -5.81229 -16.81322
H 0.12964 -6.73259 -15.31107
H 0.92639 -9.55772 -17.71737
H 0.18590 -9.52282 -16.07360
C -1.10361 -3.47762 -15.51587
C -2.10945 -2.46582 -14.98170
C -2.02112 -1.35814 -16.06913
O -0.80358 -1.59352 -16.75330
C -0.02037 -2.51613 -15.99906
H -1.46174 -4.15567 -16.28846
H -0.75896 -4.13624 -14.71027
H -1.95768 -2.06714 -13.98243
H -3.09696 -2.93578 -15.00360
H -2.11741 -0.38784 -15.57307
H -2.82618 -1.47620 -16.79665
H 0.51675 -2.09719 -15.13922
H 0.73646 -2.94146 -16.65631
C 3.17554 -3.63430 -20.52461
C 2.74324 -4.14390 -19.15721
C 3.36854 -3.15013 -18.17305
O 4.35945 -2.45980 -18.90419
C 4.53742 -2.99132 -20.23789
H 2.47445 -2.92083 -20.95423
H 3.31045 -4.47006 -21.21656
H 3.02625 -5.18611 -19.01612
H 1.64987 -4.12229 -19.16267
H 3.78146 -3.78626 -17.38179
H 2.60871 -2.48188 -17.76858
H 5.39042 -3.67624 -20.25736
H 4.72365 -2.19578 -20.96054
C -3.03321 -5.83934 -20.20797
C -2.41377 -4.73376 -21.05063
C -1.28807 -4.20242 -20.13893
O -0.99146 -5.24608 -19.22418
C -2.19618 -5.96459 -18.93476
H -3.05296 -6.79921 -20.73049
H -4.07469 -5.69537 -19.90950
H -3.13800 -3.93973 -21.23372
H -1.94981 -5.08226 -21.96661
H -1.46108 -3.27027 -19.58345
H -0.37860 -3.99917 -20.71517
H -2.66663 -5.47095 -18.06946
H -1.90361 -6.95633 -18.59516
C 4.69454 -5.42410 -23.68888
C 3.68695 -6.54243 -23.92014
C 3.38859 -6.39442 -25.40198
O 3.39794 -4.98526 -25.59746
C 4.28750 -4.32980 -24.69573
H 5.72833 -5.74100 -23.82171
H 4.56338 -5.11018 -22.65015
H 2.75102 -6.52857 -23.35663
H 4.11617 -7.49492 -23.59409
H 2.37417 -6.70303 -25.67420
H 4.01804 -6.97982 -26.08425
H 3.66130 -3.60668 -24.16033
H 5.14523 -3.81480 -25.12964
C 5.02258 -1.86424 -15.31514
C 4.75781 -0.77409 -14.29047
O 4.81056 -1.22202 -12.93828
H 4.65035 -1.54128 -16.28680
H 4.60380 -2.83797 -15.06802
H 6.10818 -1.97404 -15.38113
H 3.74829 -0.36503 -14.43674
H 5.43179 0.07471 -14.43448
H 3.95935 -1.11580 -12.51481
*
```